An isolated ion of composition C8H13N3 and charge +2 at a distorted geometry, computed with ωB97M-V/def2-TZVPD.

The geometry in ORCA input format:
```
! RIJCOSX wB97M-V def2-TZVPD def2/J DEFGRID3
* xyz 2 1
C -0.60 -1.61 1.19
C -0.32 -2.50 0.12
C 0.79 1.99 -1.10
C -0.03 -0.44 -0.87
C 0.12 2.17 0.17
C -0.58 -0.28 0.51
C 0.25 -2.32 -2.25
C -0.47 1.36 2.48
N 1.53 2.18 -1.99
N 0.00 -1.74 -1.02
N 0.07 1.01 1.11
H -0.85 -1.76 2.21
H -0.30 -3.55 0.09
H 0.84 3.01 0.48
H -0.88 2.66 0.09
H -1.59 0.11 0.48
H 0.68 -1.53 -2.94
H -0.69 -2.63 -2.93
H 0.87 -3.19 -2.25
H 0.37 1.06 3.24
H -0.74 2.39 2.47
H -1.30 0.76 2.61
H 1.79 2.06 -2.91
H 1.06 0.78 1.00
*
```

HOMO-LUMO gap, eV: 8.47
Energy relative to the best compared isomer or geometry (same formula, charge and spin), kJ/mol: 313.5

---

A 12-piece molecular cluster, C6H31NO12 overall at a distorted geometry, computed with ωB97M-V/def2-TZVPD.

The geometry in ORCA input format:
```
! RIJCOSX wB97M-V def2-TZVPD def2/J DEFGRID3
* xyz 0 1
C 2.20 -3.40 0.24
N 1.58 -2.47 0.82
C 2.18 -1.25 1.20
C 3.11 -1.31 2.15
C 1.51 -0.02 0.68
C 1.37 -0.06 -0.84
C 2.65 -0.28 -1.58
O 2.79 -0.32 -2.78
H 3.16 -3.26 -0.25
H 1.62 -4.28 -0.01
H 3.60 -0.48 2.64
H 3.57 -2.21 2.52
H 0.51 -0.07 1.12
H 2.03 0.89 0.97
H 0.63 -0.77 -1.20
H 0.99 0.89 -1.24
H 3.54 -0.53 -0.96
O -0.32 -2.73 -2.28
H -0.69 -2.39 -3.09
H -0.83 -3.46 -1.92
O -3.50 1.45 -0.12
H -4.06 2.23 -0.11
H -2.82 1.58 -0.83
O -2.66 -0.86 -2.97
H -3.58 -1.01 -3.24
H -2.87 -0.94 -2.02
O 2.65 3.44 -2.19
H 3.35 2.81 -2.40
H 2.94 3.79 -1.34
O -3.10 -1.28 0.05
H -3.33 -0.36 0.26
H -3.79 -1.79 0.48
O -1.86 1.56 -2.09
H -1.80 0.79 -2.66
H -1.04 2.02 -1.81
O -0.90 -0.62 3.69
H -0.86 -1.20 2.87
H -1.70 -1.02 4.05
O -1.59 1.72 2.35
H -1.64 1.53 1.41
H -1.41 0.95 2.91
O 0.04 3.92 1.56
H 0.69 3.36 2.01
H -0.77 3.42 1.77
O -1.17 -2.33 1.70
H -1.65 -1.79 1.04
H -0.23 -2.49 1.50
O 0.21 2.59 -0.75
H 0.66 3.15 -1.40
H 0.56 2.92 0.10
*
```

HOMO-LUMO gap, eV: 9.34
Structure (SMILES): C=NC(=C)CCC=O.O.O.O.O.O.O.O.O.O.O.O
Energy relative to the best compared isomer or geometry (same formula, charge and spin), kJ/mol: 79.8

---

C6H8Cl12 as an isolated structure at a distorted geometry, computed with ωB97M-V/def2-TZVPD.

The geometry in ORCA input format:
```
! RIJCOSX wB97M-V def2-TZVPD def2/J DEFGRID3
* xyz 0 1
C 7.59 5.55 4.38
Cl 8.45 4.23 3.53
Cl 5.90 5.61 3.71
Cl 7.66 5.38 6.13
Cl 8.43 7.01 4.12
C 0.22 2.10 1.98
Cl 1.72 1.45 1.26
Cl -0.81 2.64 0.65
Cl -0.56 0.96 3.09
Cl 0.77 3.49 2.97
Cl 0.13 -3.03 -6.34
C -0.57 -1.46 -5.79
C 0.00 -1.07 -4.34
Cl 1.76 -0.76 -4.38
H -1.63 -1.63 -5.58
H -0.52 -0.64 -6.50
H -0.21 -1.78 -3.53
H -0.45 -0.16 -3.94
Cl -4.14 -3.14 -0.97
C -4.01 -3.26 0.78
C -5.36 -3.78 1.28
Cl -5.45 -3.64 3.10
H -3.93 -2.25 1.18
H -3.19 -3.87 1.15
H -5.61 -4.82 1.09
H -6.18 -3.13 0.97
*
```

HOMO-LUMO gap, eV: 10.79
Energy relative to the best compared isomer or geometry (same formula, charge and spin), kJ/mol: 86.6

---

C6H19AgO8P as an isolated structure at a distorted geometry, computed with ωB97M-V/def2-TZVPD.

The geometry in ORCA input format:
```
! RIJCOSX wB97M-V def2-TZVPD def2/J DEFGRID3
* xyz -3 3
Ag 0.27 -0.10 0.69
P 1.95 1.29 2.25
O 2.26 2.60 1.54
O 2.24 0.03 1.34
O 0.49 1.05 2.50
O 2.99 0.88 3.29
C 0.09 -0.81 -3.29
C 0.95 -1.57 -2.19
C 2.40 -1.05 -2.22
O 0.34 -1.71 -0.92
H 0.63 -0.86 -4.23
H -0.03 0.25 -3.07
H -0.90 -1.28 -3.36
H 1.09 -2.62 -2.45
H 2.95 -1.13 -3.15
H 3.00 -1.76 -1.63
H 2.55 -0.09 -1.73
C -0.28 2.82 -1.08
O 0.43 1.87 -0.26
H -0.65 2.51 -2.06
H -1.07 3.06 -0.38
H 0.22 3.77 -1.27
H 1.05 2.35 0.29
C -2.77 0.80 1.46
O -2.05 0.13 0.44
H -3.71 0.27 1.62
H -2.23 0.72 2.41
H -3.00 1.81 1.13
H -2.62 0.18 -0.32
C -1.38 -2.40 2.32
O -0.10 -1.74 2.29
H -2.17 -1.67 2.49
H -1.67 -2.82 1.36
H -1.45 -3.23 3.02
H 0.20 -1.53 3.17
*
```

HOMO-LUMO gap (spin up / spin down), eV: 2.45 / 5.53
⟨S²⟩: 2.008

---

A 19-piece molecular cluster, H38O19 overall at a distorted geometry, computed with ωB97M-V/def2-TZVPD.

The geometry in ORCA input format:
```
! RIJCOSX wB97M-V def2-TZVPD def2/J DEFGRID3
* xyz 0 1
O 0.11 3.92 -2.94
H -0.75 3.88 -3.08
H 0.38 4.28 -2.12
O -3.28 -1.67 -1.50
H -2.55 -1.23 -2.04
H -3.94 -1.40 -1.91
O -2.89 -2.60 1.84
H -3.06 -3.06 2.66
H -3.19 -1.74 1.83
O -1.47 0.85 4.98
H -1.21 1.35 4.19
H -1.14 -0.15 4.81
O 1.85 1.96 3.21
H 1.78 2.86 3.55
H 1.30 1.41 3.70
O 4.68 -0.14 -0.40
H 4.53 0.80 -0.24
H 5.25 -0.59 0.16
O -0.83 -1.36 -2.75
H 0.14 -1.48 -2.50
H -1.17 -2.13 -3.06
O -3.12 3.03 -0.76
H -3.76 2.40 -0.38
H -2.44 3.19 -0.02
O 3.90 2.06 0.90
H 3.16 2.05 1.54
H 3.96 3.07 0.72
O 0.06 4.03 2.06
H 0.24 3.16 2.55
H -0.90 3.81 2.19
O -2.11 0.61 -1.48
H -1.90 1.21 -2.36
H -1.42 0.16 -1.10
O -3.58 0.06 2.49
H -4.08 0.23 3.11
H -3.40 0.85 1.93
O -2.46 -4.16 -2.00
H -2.88 -3.23 -1.88
H -2.13 -4.01 -2.84
O 2.24 -1.31 -4.06
H 3.05 -1.03 -3.59
H 2.00 -0.33 -3.96
O 3.54 2.04 -2.38
H 4.51 2.30 -1.98
H 3.02 1.93 -1.74
O -0.25 -2.88 -0.15
H -1.16 -3.09 0.23
H -0.18 -2.20 -0.66
O 2.72 -4.45 -0.52
H 1.89 -4.57 -0.96
H 2.68 -3.57 -0.29
O 2.63 -1.91 0.31
H 2.45 -1.59 1.24
H 3.06 -1.18 -0.10
O -1.03 -0.02 1.56
H -1.08 0.28 2.42
H -1.77 -0.71 1.57
*
```

HOMO-LUMO gap, eV: 8.69
Energy relative to the best compared isomer or geometry (same formula, charge and spin), kJ/mol: 956.1

---

One molecule with the formula C3H6ClFO at a distorted geometry, computed with ωB97M-V/def2-TZVPD.

The geometry in ORCA input format:
```
! RIJCOSX wB97M-V def2-TZVPD def2/J DEFGRID3
* xyz 0 1
O -2.95 -0.11 -0.23
C -1.58 -0.55 0.15
C -0.76 0.63 -0.04
C 0.75 0.45 0.30
F 1.47 1.54 -0.13
Cl 1.61 -1.01 -0.08
H -3.40 0.15 0.58
H -1.59 -0.92 1.14
H -1.19 -1.27 -0.61
H -1.11 1.46 0.53
H -1.00 1.04 -1.05
H 0.79 0.44 1.36
*
```

HOMO-LUMO gap, eV: 11.38
Structure (SMILES): OCC[C@H](F)Cl
Energy relative to the best compared isomer or geometry (same formula, charge and spin), kJ/mol: 88.9

---

A 2-piece molecular cluster, C11H14N2O overall at a distorted geometry, computed with ωB97M-V/def2-TZVPD.

The geometry in ORCA input format:
```
! RIJCOSX wB97M-V def2-TZVPD def2/J DEFGRID3
* xyz 0 1
C -2.22 0.03 -2.03
C -1.76 -0.26 -0.72
C -1.88 -1.32 0.20
N -1.15 -0.99 1.34
C -0.67 0.33 1.30
C 0.07 1.00 2.29
C 0.35 2.36 1.95
C 0.15 2.91 0.68
C -0.49 2.17 -0.33
C -0.97 0.76 -0.05
H -2.87 -0.80 -2.38
H -1.41 -0.06 -2.70
H -2.80 0.91 -1.96
H -2.41 -2.25 0.11
H -1.12 -1.47 2.12
H 0.32 0.53 3.25
H 1.00 2.92 2.57
H 0.31 3.96 0.45
H -0.81 2.45 -1.32
C 2.07 -2.84 -0.48
C 2.02 -1.41 -0.91
N 0.97 -0.79 -1.58
O 2.97 -0.65 -0.65
H 3.10 -3.17 -0.39
H 1.98 -3.56 -1.41
H 1.29 -3.12 0.42
H 1.00 0.23 -1.75
H 0.07 -1.40 -1.45
*
```

HOMO-LUMO gap, eV: 8.61
Structure (SMILES): Cc1c[nH]c2ccccc12.CC(N)=O
Energy relative to the best compared isomer or geometry (same formula, charge and spin), kJ/mol: 283.0

---

An isolated ion of composition C8H10N5 and charge +1 at a distorted geometry, computed with ωB97M-V/def2-TZVPD.

The geometry in ORCA input format:
```
! RIJCOSX wB97M-V def2-TZVPD def2/J DEFGRID3
* xyz 1 1
H -4.15 1.76 -0.04
N -3.78 1.06 -0.68
C -2.76 0.44 -0.43
N -2.38 -0.70 -1.24
N -1.41 -1.22 -0.80
N -0.80 -0.38 0.46
C -0.87 -1.35 1.65
C 0.55 -0.01 -0.02
C 1.54 -1.03 -0.11
C 2.76 -0.74 -0.66
C 3.09 0.56 -1.05
C 2.23 1.54 -0.77
C 0.87 1.27 -0.25
N -1.68 0.70 0.41
H -0.07 -2.09 1.46
H -0.74 -0.78 2.58
H -1.82 -1.95 1.56
H 1.15 -2.12 0.16
H 3.34 -1.59 -0.77
H 4.10 0.75 -1.40
H 2.51 2.60 -1.01
H 0.17 2.01 -0.32
H -1.83 1.25 1.25
*
```

HOMO-LUMO gap, eV: 8.79
Structure (SMILES): [H]/N=C1/N=N[N@@+](C)(c2ccccc2)N1
Energy relative to the best compared isomer or geometry (same formula, charge and spin), kJ/mol: 366.0

---

A 3-piece molecular cluster, C5H15NO2 overall at a distorted geometry, computed with ωB97M-V/def2-TZVPD.

The geometry in ORCA input format:
```
! RIJCOSX wB97M-V def2-TZVPD def2/J DEFGRID3
* xyz 0 1
C 0.33 1.93 0.53
N -0.32 0.73 1.07
C 0.04 -0.63 0.78
C -0.69 -1.28 -0.47
C -2.18 -0.99 -0.19
O -0.17 -0.98 -1.66
C 1.60 -0.71 0.72
H -0.38 2.76 0.71
H 1.30 2.20 1.04
H 0.54 1.76 -0.54
H -0.33 0.82 2.07
H -0.30 -1.32 1.56
H -0.48 -2.37 -0.23
H -2.24 0.03 0.16
H -2.87 -1.10 -1.03
H -2.62 -1.66 0.56
H 0.86 -0.07 -1.84
H 2.01 -0.48 1.69
H 1.97 0.12 0.12
H 2.01 -1.64 0.34
H 1.57 0.89 -2.89
H -1.05 1.11 -0.56
O 1.41 0.88 -1.94
*
```

HOMO-LUMO gap, eV: 6.42
Energy relative to the best compared isomer or geometry (same formula, charge and spin), kJ/mol: 697.4

---

C33H27F3N12O5S2Sr as an isolated structure at a distorted geometry, computed with ωB97M-V/def2-TZVPD.

The geometry in ORCA input format:
```
! RIJCOSX wB97M-V def2-TZVPD def2/J DEFGRID3
* xyz -2 1
Sr -0.12 -0.31 0.45
N -0.75 -0.23 3.99
C -1.68 0.72 4.27
C -2.40 0.72 5.45
C -3.37 1.72 5.70
C -3.61 2.72 4.81
C -2.89 2.74 3.59
C -3.08 3.75 2.61
C -2.34 3.74 1.47
C -1.44 2.67 1.27
N -1.26 1.70 2.12
C -1.95 1.74 3.30
H -0.44 -0.86 4.71
H -0.08 -0.08 3.26
H -2.22 -0.05 6.18
H -3.92 1.68 6.63
H -4.35 3.48 4.99
H -3.82 4.52 2.78
H -2.48 4.48 0.69
H -0.90 2.62 0.33
S -2.48 0.29 -1.34
C -3.40 1.74 -1.07
C -3.00 2.88 -1.86
N -2.60 3.74 -2.52
C -4.39 1.86 -0.14
S -4.91 0.68 1.02
C -5.04 3.17 -0.08
N -5.54 4.20 -0.03
O -1.05 -6.18 1.63
C -2.23 -5.63 1.35
O -3.21 -6.31 1.13
C -2.29 -4.15 1.32
C -3.46 -3.45 1.06
N -3.17 -2.16 1.08
N -1.88 -1.95 1.35
C -1.32 -3.14 1.48
C 0.17 -3.21 1.74
O 0.66 -4.33 1.98
O 0.79 -2.12 1.70
H -0.36 -5.46 1.79
H -4.46 -3.81 0.85
H -3.76 -1.32 0.87
F 3.72 4.99 -3.51
C 4.12 3.71 -3.52
F 4.18 3.33 -4.82
F 5.38 3.68 -3.06
C 3.19 2.80 -2.74
C 3.69 1.67 -2.11
C 2.78 0.86 -1.45
N 1.48 1.12 -1.40
C 1.01 2.22 -2.00
C 1.84 3.09 -2.69
H 4.74 1.43 -2.09
H 3.12 -0.02 -0.92
H -0.06 2.38 -1.94
H 1.41 3.97 -3.15
C 2.09 -4.19 -3.36
N 1.97 -3.19 -2.32
C 2.24 -3.69 -0.98
C 1.09 -2.14 -2.44
O 0.44 -1.75 -1.47
N 1.00 -1.56 -3.67
C -0.09 -0.64 -3.95
C 2.13 -1.47 -4.57
H 1.64 -5.13 -3.01
H 3.13 -4.38 -3.61
H 1.56 -3.87 -4.26
H 3.24 -4.10 -0.96
H 1.53 -4.48 -0.70
H 2.16 -2.90 -0.24
H -0.90 -0.74 -3.23
H -0.47 -0.84 -4.95
H 0.26 0.39 -3.92
H 3.01 -1.91 -4.12
H 2.33 -0.41 -4.77
H 1.93 -1.97 -5.52
N 1.79 1.00 1.60
C 2.88 1.22 1.91
C 4.19 1.54 2.27
C 4.47 2.26 3.45
N 4.71 2.85 4.41
C 5.18 1.19 1.34
N 5.96 0.88 0.55
*
```

HOMO-LUMO gap, eV: 5.56
Energy relative to the best compared isomer or geometry (same formula, charge and spin), kJ/mol: 40.4

---

A 9-piece molecular cluster, C21H34ClFN9O5PS overall at a distorted geometry, computed with ωB97M-V/def2-TZVPD.

The geometry in ORCA input format:
```
! RIJCOSX wB97M-V def2-TZVPD def2/J DEFGRID3
* xyz 0 1
C 2.68 -0.55 0.33
C 2.21 0.85 0.68
F 1.98 0.98 2.05
C 1.03 1.39 -0.12
C -0.16 0.50 -0.47
N -1.02 1.39 -1.27
O 0.11 -0.66 -1.33
S -0.82 -1.87 -0.93
O -1.48 -2.41 -2.07
O -0.04 -2.79 -0.18
O -1.86 -1.06 -0.01
C -1.11 0.02 0.62
Cl -0.42 -0.71 2.09
P -2.45 1.23 1.27
O -2.39 1.38 2.73
H 2.52 -0.76 -0.73
H 3.74 -0.68 0.52
H 2.13 -1.31 0.89
H 3.05 1.52 0.47
H 0.60 2.21 0.44
H 1.38 1.82 -1.06
H -1.90 0.94 -1.47
H -0.58 1.46 -2.18
H -3.65 0.63 0.86
H -2.33 2.43 0.57
C -2.47 5.37 -1.73
C -2.97 4.01 -1.88
N -3.36 2.94 -2.00
H -2.04 5.71 -2.67
H -3.28 6.03 -1.44
H -1.69 5.39 -0.96
C -4.20 -1.09 -4.90
C -3.16 -0.33 -4.23
N -2.33 0.26 -3.70
H -5.14 -0.54 -4.86
H -3.93 -1.25 -5.94
H -4.32 -2.05 -4.41
C -3.02 -4.59 -0.21
C -4.43 -4.46 0.12
N -5.54 -4.36 0.39
H -2.61 -5.48 0.25
H -2.88 -4.65 -1.29
H -2.48 -3.72 0.16
C 7.48 -0.91 0.11
C 6.42 -1.07 1.11
N 5.60 -1.20 1.90
H 7.63 0.14 -0.08
H 8.40 -1.34 0.49
H 7.20 -1.42 -0.81
C 8.37 1.56 3.19
C 9.40 1.41 2.16
N 10.19 1.28 1.34
H 8.08 0.58 3.56
H 8.75 2.16 4.01
H 7.50 2.05 2.76
C 1.09 5.24 -4.65
C 0.82 4.74 -3.31
N 0.60 4.35 -2.25
H 0.31 4.91 -5.33
H 1.14 6.32 -4.64
H 2.05 4.85 -5.00
C -5.64 -2.44 3.49
C -5.49 -1.15 2.83
N -5.37 -0.14 2.31
H -4.74 -2.68 4.05
H -6.49 -2.40 4.18
H -5.82 -3.21 2.75
C -1.13 -4.03 3.58
C -2.15 -4.31 4.58
N -2.96 -4.53 5.37
H -1.03 -2.95 3.44
H -0.18 -4.44 3.89
H -1.42 -4.48 2.63
*
```

HOMO-LUMO gap, eV: 9.99
Structure (SMILES): C[C@H](F)C[C@@]1(N)OS(=O)(=O)O[C@]1(Cl)[PH2]=O.CC#N.CC#N.CC#N.CC#N.CC#N.CC#N.CC#N.CC#N

---

CH13LiO6 as an isolated structure at a distorted geometry, computed with ωB97M-V/def2-TZVPD.

The geometry in ORCA input format:
```
! RIJCOSX wB97M-V def2-TZVPD def2/J DEFGRID3
* xyz 0 1
Li -0.15 -0.28 0.61
C 1.32 1.06 -0.59
O 0.75 -0.17 -1.09
H 2.32 1.13 -1.16
H 1.42 0.92 0.41
H 0.80 1.93 -0.79
O 1.08 -2.66 -1.13
H 1.91 -2.80 -1.72
H 0.90 -1.70 -1.21
O -2.14 -1.11 0.67
H -2.48 -1.03 -0.15
H -2.42 -0.40 1.29
O -1.09 1.35 1.49
H -1.20 2.29 0.99
H -0.84 1.56 2.41
O 0.86 -1.07 2.27
H 1.82 -0.76 2.24
H 0.57 -1.17 3.25
O -1.49 0.81 -2.62
H -1.30 1.59 -2.99
H -0.66 0.50 -2.18
*
```

HOMO-LUMO gap, eV: 7.55
Energy relative to the best compared isomer or geometry (same formula, charge and spin), kJ/mol: 22.3